A molecular structure, C27H42ClCoFN4O5Si2Te in a non-equilibrium geometry, computed with ωB97M-V/def2-TZVPD.

The geometry in ORCA input format:
```
! wB97M-V def2-TZVPD RIJCOSX def2/J DEFGRID3
* xyz 0 2
Co 1.02809 -3.06399 -0.16321
C 5.50562 2.92892 -2.17020
C 5.14879 2.49398 -0.75121
N 3.99565 1.60015 -0.71231
C 4.20717 0.25277 -0.80581
C 3.23471 -0.69051 -0.77300
C 3.68878 -2.14245 -0.94905
O 4.89073 -2.28996 -1.16207
O 2.82100 -3.05983 -0.88868
C 1.88535 -0.26545 -0.59042
O 0.90781 -1.02190 -0.56047
C 1.65914 1.15241 -0.43335
C 0.36840 1.61631 -0.15615
C 0.10706 2.95687 -0.15329
F -1.13008 3.39537 0.14182
C 1.10138 3.87886 -0.44525
C 2.40654 3.43596 -0.64571
C 2.71301 2.08018 -0.58632
N 0.85899 5.29880 -0.71281
C 1.38668 6.26582 0.30602
C 1.61035 7.61350 -0.42499
N 1.00239 7.50063 -1.74984
C -0.41623 7.16144 -1.65063
C -0.52329 5.72370 -1.07458
H 6.35280 3.61455 -2.15076
H 4.66493 3.42186 -2.66095
H 5.78101 2.06087 -2.76853
H 4.94646 3.35663 -0.11546
H 5.98925 1.96190 -0.30959
H 5.23451 -0.07194 -0.92034
H -0.40945 0.88982 0.05714
H 3.16083 4.17725 -0.88127
H 2.30505 5.86439 0.72438
H 0.65545 6.34593 1.10729
H 2.67461 7.80659 -0.55423
H 1.18631 8.42947 0.16963
H 1.40472 5.53556 -1.55581
H 1.15572 8.33255 -2.30060
H -0.85075 7.19776 -2.64661
H -0.96178 7.85988 -1.00664
H -0.93013 5.01798 -1.79447
H -1.14188 5.69105 -0.18375
Cl 1.07276 -3.89965 5.41985
C 2.10111 -3.70427 3.98243
C 1.35958 -3.00476 2.83220
O 1.78917 -3.33327 1.68775
O 0.46817 -2.19056 3.10698
H 2.44076 -4.68459 3.66518
H 2.95892 -3.09943 4.26918
C -3.04904 -6.17797 3.26640
Si -2.20001 -5.42037 1.74964
C -3.07182 -6.00595 0.18090
C -0.41054 -5.99603 1.77365
C -2.40232 -3.54693 1.96810
Te -1.24463 -2.25956 0.71429
C -2.60545 -2.49138 -0.95134
Si -3.87755 -1.09511 -0.95305
C -3.09102 0.35407 -1.90674
C -4.38479 -0.46663 0.76144
C -5.45030 -1.71315 -1.80643
H -3.06059 -7.26868 3.19975
H -4.08243 -5.83875 3.37095
H -2.51448 -5.90617 4.17977
H -3.26349 -7.08040 0.24006
H -2.45013 -5.82896 -0.70013
H -4.03352 -5.50770 0.03240
H -0.35690 -7.08594 1.81720
H 0.10744 -5.59880 2.65029
H 0.13041 -5.67204 0.88605
H -2.12222 -3.26717 2.98534
H -3.44581 -3.25778 1.82069
H -3.05782 -3.48019 -0.91655
H -2.00447 -2.44515 -1.86009
H -2.00562 0.22316 -1.93963
H -3.30263 1.31853 -1.43687
H -3.44978 0.39589 -2.93717
H -3.50634 -0.27817 1.37944
H -5.00804 -1.19450 1.28559
H -4.95383 0.46375 0.68988
H -5.23468 -2.08483 -2.81021
H -6.20034 -0.92234 -1.89285
H -5.89280 -2.53269 -1.23665
N -0.48318 -4.68217 -2.21580
C 0.11258 -4.04705 -1.44979
*
```

The expectation value of S² is 0.809. Its HOMO energy (spin up / spin down) is -7.285 / -7.051 eV. Its energy above the lowest of the compared OMol25 structures with the same formula, charge and spin is 78.36 kJ/mol.



9 unconnected molecules or ions with the total composition C27H42F7I2N9O3PS, computed with ωB97M-V/def2-TZVPD.

The geometry in ORCA input format:
```
! wB97M-V def2-TZVPD RIJCOSX def2/J DEFGRID3
* xyz -1 1
C 4.13383 1.59385 -1.45793
C 3.72419 1.33665 -2.90238
O 4.80823 0.79675 -3.65399
C 2.42026 0.54105 -3.09883
C 2.29569 -0.89715 -2.56333
S 3.34747 -2.03295 -3.65490
O 2.62083 -1.00338 -1.22030
P 2.04418 -2.49371 -0.43203
N 3.39452 -2.45609 0.71180
C 0.82288 -1.51583 0.76949
I 0.39585 -2.76187 2.48183
C 0.86555 -0.06045 1.26794
C 0.46815 0.96060 0.20375
I 2.66287 0.54855 2.26604
O 0.74707 -2.47108 -1.69793
C 0.83342 -1.41134 -2.58259
C 0.20717 -1.83257 -3.92690
F 0.78100 -1.20200 -5.01000
F 0.32436 -3.16761 -4.15551
C -1.32151 -1.50674 -4.00802
F -1.94792 -2.39597 -4.83763
F -1.90355 -1.60367 -2.79312
C -1.65813 -0.09864 -4.58061
F -0.86709 0.84646 -4.06901
F -1.52618 -0.06949 -5.91065
F -2.91815 0.21922 -4.29523
H 3.34114 2.06881 -0.87808
H 4.43344 0.66499 -0.96777
H 4.99788 2.27148 -1.46373
H 3.54482 2.31362 -3.37592
H 5.08913 -0.02033 -3.22740
H 1.60095 1.12954 -2.66488
H 2.24176 0.50601 -4.18081
H 4.11591 -2.48192 -2.66103
H 1.44245 -3.70245 0.04621
H 2.86224 -3.26021 -1.31449
H 3.79610 -3.38764 0.71991
H 3.13443 -2.21136 1.65841
H -0.12375 -1.57646 0.22024
H 0.13872 0.01820 2.08043
H 1.32489 1.19463 -0.42025
H 0.11798 1.87903 0.68825
H -0.35217 0.57028 -0.40402
H 0.23547 -0.55762 -2.22159
C -0.43971 -5.06307 -6.61177
C 0.33938 -5.94271 -7.47113
N 0.94056 -6.63629 -8.15951
H 0.06893 -4.89269 -5.66662
H -0.58903 -4.09907 -7.09508
H -1.41268 -5.50815 -6.40836
C -1.08119 4.40055 -3.97277
C -1.29152 3.94209 -2.60730
N -1.45610 3.55030 -1.54224
H -0.18877 3.93567 -4.38866
H -1.93422 4.13334 -4.59424
H -0.95516 5.48155 -3.99416
C -5.00093 -3.06884 -5.83262
C -6.14092 -3.70423 -6.47691
N -7.03956 -4.20504 -6.98448
H -4.75737 -3.57349 -4.89947
H -4.12573 -3.10543 -6.47858
H -5.22047 -2.02581 -5.61159
C 0.28537 2.61484 5.22017
C -0.61281 2.23566 4.14353
N -1.34377 1.96095 3.30288
H 0.86298 1.76005 5.56792
H 0.97305 3.38351 4.87273
H -0.29304 3.02251 6.04980
C -3.05394 2.12596 7.07601
C -2.37488 3.16576 7.83780
N -1.82374 3.98076 8.42943
H -3.55168 2.54765 6.20436
H -2.34730 1.37611 6.72519
H -3.79428 1.62669 7.69693
C -5.90016 -1.43551 7.25858
C -4.64746 -1.12526 6.58427
N -3.66825 -0.88016 6.03940
H -6.20585 -0.60467 7.89231
H -6.68316 -1.62171 6.52596
H -5.78343 -2.32252 7.87835
C 5.46578 -1.38311 5.29552
C 5.42913 -0.07131 4.66903
N 5.39927 0.93430 4.11937
H 5.15372 -2.13966 4.57710
H 6.47392 -1.61194 5.63640
H 4.78886 -1.41348 6.14740
C -1.79848 6.33665 5.45995
C -0.98771 5.82055 4.36574
N -0.34540 5.41338 3.50688
H -1.27883 6.21056 6.40861
H -2.00601 7.39437 5.30856
H -2.74378 5.79917 5.51188
*
```

Its HOMO energy is -5.125 eV. Its energy above the lowest of the compared OMol25 structures with the same formula, charge and spin is 0.00 kJ/mol.



A molecular structure, C27H42IrN10SSi3 in a non-equilibrium geometry, computed with ωB97M-V/def2-TZVPD.

The geometry in ORCA input format:
```
! wB97M-V def2-TZVPD RIJCOSX def2/J DEFGRID3
* xyz 2 2
Ir 1.00698 -0.31862 0.04645
C -1.75458 1.58733 1.73765
Si -1.87448 -0.33661 1.69907
C -1.12987 -0.80175 3.35851
C -3.71072 -0.68819 1.83946
C -1.04036 -1.00704 0.19471
Si -1.62501 -0.53008 -1.49072
C -3.09471 2.59640 -3.16143
C -0.47624 -1.08983 -2.88253
C -3.24878 -1.32128 -2.00210
Si -0.74077 -2.85072 0.39133
C -0.19126 -3.85276 -1.08731
C -2.19772 -3.75691 1.13001
C 0.71707 -2.81049 1.60167
C 1.13758 -3.80893 2.47064
C 2.14764 -3.55893 3.38349
C 2.70937 -2.29059 3.42593
C 2.28419 -1.34361 2.51984
N 1.32981 -1.60173 1.61148
H -2.31273 1.98474 2.58606
H -2.15041 2.03649 0.82843
H 0.27442 1.87191 0.99220
H -1.81297 -0.46771 4.14496
H -0.15690 -0.34220 3.54369
H -1.00518 -1.87740 3.48734
H -4.23593 0.08450 2.40680
H -3.84932 -1.62427 2.38531
H -4.21193 -0.80317 0.88022
H -2.50222 3.08245 -1.18774
H -3.80108 3.42445 -3.21874
H -3.47436 1.76280 -3.75439
H 0.59964 -0.99743 -2.71847
H -0.72455 -0.53740 -3.79533
H -0.67268 -2.13952 -3.10066
H -4.07561 -1.17797 -1.30798
H -3.06357 -2.40004 -2.04485
H -3.58239 -1.02322 -2.99905
H -0.98372 -3.94932 -1.83163
H 0.03593 -4.86361 -0.73770
H 0.69223 -3.46191 -1.59507
H -3.08243 -3.58255 0.51171
H -2.43849 -3.44289 2.14632
H -2.02660 -4.83561 1.14920
H 0.65292 -4.77655 2.44096
H 2.48115 -4.32908 4.06626
H 3.47617 -2.03603 4.14368
H 2.70525 -0.34682 2.50793
N 3.64451 -2.40161 -0.29083
C 4.03208 -1.14594 -0.03305
N 5.29618 -0.93250 0.29056
C 5.63410 0.34573 0.49366
N 6.87977 0.60445 0.88610
N 4.81224 1.40807 0.32023
C 3.58362 1.09204 -0.00071
N 3.10283 -0.15687 -0.11158
C 2.59544 2.13437 -0.34898
C 3.03501 3.34898 -0.70851
C 2.07583 4.32756 -1.17324
C 0.79511 3.98654 -1.27872
C 0.26345 2.62001 -0.93139
N 1.26113 1.70015 -0.34662
H 4.35083 -3.11695 -0.32761
H 2.73307 -2.57770 -0.67612
H 7.54121 -0.14734 0.97254
H 7.17864 1.55846 0.98651
H 4.08779 3.57408 -0.64098
H 2.40225 5.32852 -1.42159
H 0.05687 4.72323 -1.58383
H -0.54710 2.78020 -0.21099
S 0.77312 3.21101 4.10034
C 0.15589 2.58967 2.86095
N -0.34654 2.07819 1.83669
C -4.10519 1.68737 -1.09335
C -2.81505 2.17080 -1.72574
N -1.69583 1.23504 -1.70718
C -0.48260 1.90502 -2.11970
C -0.68415 2.79536 -3.28767
N -1.83612 3.05889 -3.77489
H -3.93038 1.27896 -0.09996
H -4.59006 0.92259 -1.69595
H -4.79746 2.52324 -0.99047
H 0.25604 1.18274 -2.48999
H 0.17859 3.22856 -3.78277
H -1.89789 3.63075 -4.61078
*
```

The expectation value of S² is 0.754. Its HOMO energy (spin up / spin down) is -12.413 / -12.440 eV. Its energy above the lowest of the compared OMol25 structures with the same formula, charge and spin is 116.92 kJ/mol.



What is the energy above the lowest of the compared OMol25 structures with the same formula, charge and spin in the third record?
116.92 kJ/mol



What is the energy above the lowest of the compared OMol25 structures with the same formula, charge and spin in the third record?
116.92 kJ/mol



Among the records above, which one has the lowest energy above the lowest of the compared OMol25 structures with the same formula, charge and spin?
C27H42F7I2N9O3PS